DFT (ωB97M-V with the def2-TZVPD basis set) results for a molecular structure, C21H27IrN6SeSi in a non-equilibrium geometry.

Summary:
Molecular weight   662.75 g/mol
E   -3939.9854 Ha
Frontier orbital gap (alpha / beta)   0.203 / 0.191 hartree
E_HOMO (alpha / beta)   -9.6 / -9.3 eV
Charge   +1
LUMO level (alpha / beta)   -0.1487 / -0.1486 Ha
2S+1   2

Structure (XYZ):
```
57
Properties=species:S:1:pos:R:3:forces:R:3
Ir 0.493648 0.325259 0.396431 -1.679 0.240 -2.283
N 3.136451 1.185918 -3.423983 -0.259 0.094 0.454
C 2.457415 1.393727 -2.276293 0.550 0.175 -0.613
N 1.533987 0.610036 -1.829806 -0.067 -0.174 1.217
C 1.135502 -0.472192 -2.597555 -1.253 -0.312 1.442
N 0.094185 -1.172132 -2.219287 0.872 -1.308 -3.357
N -0.489875 -0.901751 -1.103894 -2.249 0.655 4.008
C -1.639261 -1.453448 -0.747492 2.520 0.114 -2.802
C -2.230754 -1.153410 0.492240 -0.858 0.587 2.126
C -3.497670 -1.658203 0.866621 0.955 0.177 -0.716
C -4.035813 -1.315804 2.079423 0.146 0.485 0.699
C -3.323095 -0.462868 2.931459 -0.300 -0.467 -0.527
C -2.088126 -0.009114 2.512490 0.099 0.339 0.461
N -1.558038 -0.334819 1.344482 1.808 0.039 -0.934
C 1.877411 -0.818136 -3.785008 0.399 0.212 -0.273
C 1.635294 -1.979028 -4.518659 0.218 -0.020 -0.140
C 2.444596 -2.295228 -5.594418 -0.347 -0.121 0.155
C 3.483429 -1.455717 -5.967955 0.104 0.447 0.284
C 3.725001 -0.284886 -5.264322 0.102 -0.140 -0.309
C 2.927796 0.032553 -4.178570 -0.466 -0.353 0.221
H 3.849565 1.836106 -3.725352 -0.114 0.018 0.191
H 2.690270 2.281215 -1.710526 0.246 0.081 0.062
H -2.119210 -2.135807 -1.435543 -0.112 -0.099 -0.090
H -4.023935 -2.303721 0.180029 -0.021 -0.059 -0.043
H -5.002798 -1.693531 2.375129 -0.062 -0.044 0.012
H -3.716830 -0.173623 3.891939 0.014 0.045 0.073
H -1.497541 0.649695 3.136669 0.043 -0.046 -0.022
H 0.825282 -2.619796 -4.213550 -0.080 -0.094 0.040
H 2.270728 -3.202002 -6.150593 -0.058 -0.105 -0.039
H 4.113692 -1.713850 -6.803753 0.063 -0.003 -0.091
H 4.533359 0.368672 -5.558246 0.073 0.078 -0.003
C -2.121039 4.914942 0.849995 -0.013 0.076 0.005
C -1.485632 4.410965 -0.451413 -0.432 0.968 -0.092
C -1.017309 3.071057 -0.309382 0.402 -1.443 0.082
N -0.624617 2.004661 -0.146416 0.049 1.004 0.001
H -2.418029 5.952615 0.726633 -0.031 0.040 -0.008
H -1.423656 4.855953 1.681855 0.068 -0.018 0.010
H -3.003234 4.330702 1.096799 -0.062 -0.035 0.021
H -0.627833 5.029719 -0.730148 -0.095 -0.005 -0.041
H -2.212780 4.446914 -1.268337 0.135 0.025 0.018
Se 1.727734 -1.553686 1.014169 0.439 -0.802 0.351
C 3.946055 3.262017 0.314946 -0.079 -0.449 0.393
Si 3.517567 1.974061 1.666810 -0.306 -0.372 0.460
C 3.868747 2.769783 3.368998 -0.083 -0.274 -0.738
C 4.576126 0.405575 1.476741 -0.204 0.699 0.032
C 1.650351 1.592249 1.676667 -0.636 -0.715 -0.171
H 4.611667 4.024798 0.705441 0.131 0.122 0.107
H 3.061454 3.769480 -0.057685 -0.243 0.133 -0.052
H 4.459355 2.796753 -0.519079 0.166 -0.119 -0.245
H 4.916018 3.036414 3.457680 0.279 0.071 0.016
H 3.633333 2.086340 4.178377 -0.070 -0.185 0.103
H 3.285410 3.673562 3.518706 -0.141 0.163 -0.026
H 5.634393 0.630339 1.573213 0.233 0.133 0.000
H 4.417661 -0.065816 0.510393 -0.043 -0.090 -0.140
H 4.322596 -0.326074 2.239282 -0.105 -0.029 0.053
H 1.119985 2.547202 1.634426 0.057 0.245 0.321
H 1.424931 1.116299 2.636457 0.295 0.416 0.337
```
Positions in Å, forces in eV/Å.